# 1
{
  "formula": "C2H3O2Pd",
  "method": "ωB97M-V/def2-TZVPD",
  "orbital_gap_ev": [9.274, 6.724],
  "lumo_energy_ev": [-5.33, -7.86],
  "e_above_lowest_kcal_mol": 58.6,
  "charge": 1,
  "spin_multiplicity": 3,
  "molar_mass_da": 165.46,
  "energy_ev": -9680.271,
  "symbols": ["Pd", "O", "O", "C", "C", "H", "H", "H"],
  "positions_angstrom": [[1.467515, 0.276079, 0.160603], [0.737454, -1.201197, 0.049508], [-0.035939, 1.245475, -0.079456], [-1.079129, 0.383221, 0.038443], [-0.594685, -0.962384, 0.133464], [-1.435533, -0.817666, -0.869655], [-1.171159, -1.495697, 0.913880], [-0.315710, 2.157723, -0.223066]],
  "forces_ev_per_angstrom": [[13.608, 5.751, 1.654], [-4.184, -9.429, -0.824], [-5.759, 3.628, -1.451], [-1.426, 0.048, 0.905], [-3.556, 0.986, -0.073], [1.438, -0.836, 0.770], [0.201, -0.411, -0.899], [-0.321, 0.263, -0.082]]
}



# 2
{
  "formula": "C4H8N",
  "method": "ωB97M-V/def2-TZVPD",
  "smiles": "CC=[N+]1CC1",
  "orbital_gap_ev": 11.578,
  "lumo_energy_ev": -4.48,
  "e_above_lowest_kcal_mol": 59.6,
  "charge": 1,
  "molar_mass_da": 70.11,
  "energy_ev": -5757.281,
  "symbols": ["N", "C", "C", "C", "C", "H", "H", "H", "H", "H", "H", "H", "H"],
  "positions_angstrom": [[0.399347, 0.411713, 0.332626], [1.685517, 0.546880, -0.256186], [1.178512, -0.826174, 0.159953], [-1.918728, -0.220940, 0.142048], [-0.795807, 0.768493, 0.148499], [0.781371, -1.735261, -0.311959], [-2.058918, 0.250218, -0.897134], [-0.830096, 1.831559, 0.091287], [2.502030, 0.718979, 0.439468], [-1.346459, -1.165102, -0.033195], [1.744239, 0.972689, -1.288876], [1.717582, -1.105800, 1.075044], [-3.058591, -0.447254, 0.398427]],
  "forces_ev_per_angstrom": [[1.406, -2.461, -0.001], [1.088, -0.234, -1.230], [-0.064, -0.123, 0.981], [0.123, -0.275, -2.861], [-1.780, 0.275, 3.070], [0.068, 1.007, -0.658], [-0.620, -1.291, -0.107], [-1.029, 0.819, -0.580], [-0.189, 1.033, -0.291], [-1.153, 0.388, 0.261], [-0.063, -0.644, 1.056], [-0.524, 0.061, -0.218], [2.737, 1.445, 0.578]]
}



# 3
{
  "formula": "C6H11N2O2",
  "method": "ωB97M-V/def2-TZVPD",
  "smiles": "C/C(N)=C/C(=O)/[NH+]=C(/C)O",
  "orbital_gap_ev": 8.887,
  "lumo_energy_ev": -4.34,
  "e_above_lowest_kcal_mol": 53.6,
  "charge": 1,
  "molar_mass_da": 143.17,
  "energy_ev": -13467.807,
  "symbols": ["O", "O", "N", "N", "C", "C", "C", "C", "C", "C", "H", "H", "H", "H", "H", "H", "H", "H", "H", "H", "H"],
  "positions_angstrom": [[0.503138, 1.098530, -1.396243], [2.335889, -2.078938, -0.232771], [1.650057, 0.059207, 0.267842], [-0.987710, 0.127103, 0.951833], [-2.415713, -1.459372, -0.315459], [1.278077, 2.493235, 0.281154], [0.037001, -1.687516, -0.340394], [1.381103, -1.383587, -0.148174], [1.077765, 1.136251, -0.245491], [-1.019855, -0.965155, 0.144288], [-2.552174, -1.913658, -1.247530], [0.250055, 3.008640, 0.163906], [2.345029, 0.314324, 0.934859], [-2.647481, -2.284861, 0.510568], [-3.071286, -0.474812, -0.293341], [-0.212956, 0.433895, 1.682158], [-0.027474, -2.624665, -0.886201], [-1.859091, 0.468519, 1.152521], [1.603597, 2.417001, 1.308256], [1.914616, 3.018421, -0.405115], [0.417417, 0.297436, -1.886657]],
  "forces_ev_per_angstrom": [[-0.797, 2.105, 0.145], [0.649, -0.303, -0.222], [-1.010, 1.262, -0.628], [3.386, -0.133, 1.367], [-0.538, 2.011, 4.296], [-2.553, 0.135, -0.040], [-0.619, 0.102, -0.194], [1.601, 0.796, 1.073], [1.543, -1.408, -1.326], [-0.283, -1.418, -1.460], [0.588, -0.541, -1.452], [1.591, -0.667, 0.530], [0.647, -0.612, 0.781], [-0.262, 2.011, -1.612], [0.648, -2.412, 0.257], [-2.374, -1.541, -2.325], [-0.756, 0.209, 0.082], [-2.435, 1.103, 0.827], [0.223, 0.592, 0.148], [0.659, 0.325, -0.042], [0.093, -1.615, -0.208]]
}



What did the first record say?
{
  "formula": "C2H3O2Pd",
  "method": "ωB97M-V/def2-TZVPD",
  "orbital_gap_ev": [9.274, 6.724],
  "lumo_energy_ev": [-5.33, -7.86],
  "e_above_lowest_kcal_mol": 58.6,
  "charge": 1,
  "spin_multiplicity": 3,
  "molar_mass_da": 165.46,
  "energy_ev": -9680.271,
  "symbols": ["Pd", "O", "O", "C", "C", "H", "H", "H"],
  "positions_angstrom": [[1.467515, 0.276079, 0.160603], [0.737454, -1.201197, 0.049508], [-0.035939, 1.245475, -0.079456], [-1.079129, 0.383221, 0.038443], [-0.594685, -0.962384, 0.133464], [-1.435533, -0.817666, -0.869655], [-1.171159, -1.495697, 0.913880], [-0.315710, 2.157723, -0.223066]],
  "forces_ev_per_angstrom": [[13.608, 5.751, 1.654], [-4.184, -9.429, -0.824], [-5.759, 3.628, -1.451], [-1.426, 0.048, 0.905], [-3.556, 0.986, -0.073], [1.438, -0.836, 0.770], [0.201, -0.411, -0.899], [-0.321, 0.263, -0.082]]
}



Copy entry 3 word for word.
{
  "formula": "C6H11N2O2",
  "method": "ωB97M-V/def2-TZVPD",
  "smiles": "C/C(N)=C/C(=O)/[NH+]=C(/C)O",
  "orbital_gap_ev": 8.887,
  "lumo_energy_ev": -4.34,
  "e_above_lowest_kcal_mol": 53.6,
  "charge": 1,
  "molar_mass_da": 143.17,
  "energy_ev": -13467.807,
  "symbols": ["O", "O", "N", "N", "C", "C", "C", "C", "C", "C", "H", "H", "H", "H", "H", "H", "H", "H", "H", "H", "H"],
  "positions_angstrom": [[0.503138, 1.098530, -1.396243], [2.335889, -2.078938, -0.232771], [1.650057, 0.059207, 0.267842], [-0.987710, 0.127103, 0.951833], [-2.415713, -1.459372, -0.315459], [1.278077, 2.493235, 0.281154], [0.037001, -1.687516, -0.340394], [1.381103, -1.383587, -0.148174], [1.077765, 1.136251, -0.245491], [-1.019855, -0.965155, 0.144288], [-2.552174, -1.913658, -1.247530], [0.250055, 3.008640, 0.163906], [2.345029, 0.314324, 0.934859], [-2.647481, -2.284861, 0.510568], [-3.071286, -0.474812, -0.293341], [-0.212956, 0.433895, 1.682158], [-0.027474, -2.624665, -0.886201], [-1.859091, 0.468519, 1.152521], [1.603597, 2.417001, 1.308256], [1.914616, 3.018421, -0.405115], [0.417417, 0.297436, -1.886657]],
  "forces_ev_per_angstrom": [[-0.797, 2.105, 0.145], [0.649, -0.303, -0.222], [-1.010, 1.262, -0.628], [3.386, -0.133, 1.367], [-0.538, 2.011, 4.296], [-2.553, 0.135, -0.040], [-0.619, 0.102, -0.194], [1.601, 0.796, 1.073], [1.543, -1.408, -1.326], [-0.283, -1.418, -1.460], [0.588, -0.541, -1.452], [1.591, -0.667, 0.530], [0.647, -0.612, 0.781], [-0.262, 2.011, -1.612], [0.648, -2.412, 0.257], [-2.374, -1.541, -2.325], [-0.756, 0.209, 0.082], [-2.435, 1.103, 0.827], [0.223, 0.592, 0.148], [0.659, 0.325, -0.042], [0.093, -1.615, -0.208]]
}